[1]
This record from the Open Molecules 2025 dataset describes a structure of composition C42H53N4O7P2S2V. The level of theory is the ωB97M-V functional and the def2-TZVPD basis.

Structure (XYZ):
```
111
Properties=species:S:1:pos:R:3
V -0.47798 -0.71972 1.32399
C -5.12678 0.14478 -2.24821
C -4.03338 -0.66432 -2.51651
C -3.21078 -1.10952 -1.50271
C -3.44948 -0.74282 -0.16871
C -4.57118 0.07188 0.08489
C -5.38878 0.50628 -0.93411
N -2.61628 -1.08932 0.86009
C -3.14538 -1.49432 2.02439
C -4.37538 -2.17432 2.16909
C -4.78858 -2.62522 3.40039
C -4.02848 -2.38852 4.54899
C -2.84268 -1.69472 4.45719
C -2.38198 -1.26492 3.21079
N -1.20938 -0.62362 2.99649
N -0.59838 -0.02902 3.99469
C 0.60782 0.40438 3.59689
C 1.41992 1.22398 4.40049
C 2.64062 1.64108 3.92009
C 3.04002 1.21808 2.65209
C 2.19532 0.39918 1.92719
N 1.01342 -0.00952 2.35959
H -5.76118 0.50208 -3.04771
H -3.82548 -0.95532 -3.53891
H -2.37208 -1.74802 -1.72841
H -4.76328 0.37508 1.10669
H -6.23698 1.13908 -0.70211
H -4.96478 -2.37542 1.28459
H -5.71558 -3.17922 3.48569
H -4.36858 -2.75782 5.50599
H -2.22178 -1.50502 5.31959
H 1.05362 1.50918 5.37359
H 3.27952 2.28578 4.51059
H 3.98842 1.51698 2.23159
H 2.48042 0.01028 0.96039
C 1.76192 5.56618 0.48699
C 2.49122 4.23838 0.65589
C 3.43912 3.98618 -0.50491
O 1.55482 3.18758 0.85339
P 0.65392 2.34668 -0.15731
O -0.30928 1.60138 0.64859
C 1.72782 1.46388 -1.35251
P 0.61372 0.26528 -2.13061
O -0.26188 -0.48142 -1.23161
O -0.27248 1.13208 -3.17551
C 0.28772 1.73008 -4.34571
C -0.56378 1.31708 -5.54291
C 0.34092 3.25488 -4.24101
O 1.57602 -0.58682 -3.07711
C 1.01822 -1.74662 -3.71771
C 1.63722 -1.82622 -5.10801
C 1.34862 -2.99752 -2.92301
O -0.09998 3.42398 -1.10291
C -1.49598 3.64488 -0.83631
C -1.79868 5.10328 -1.16331
C -2.33388 2.66048 -1.63461
H 2.47962 6.38088 0.51359
H 1.04492 5.70238 1.29219
H 1.23622 5.58238 -0.46371
H 3.05822 4.25878 1.59589
H 2.89062 4.03908 -1.44351
H 3.91952 3.01458 -0.41051
H 4.21102 4.75238 -0.51461
H 2.57722 0.96888 -0.87361
H 2.11432 2.13638 -2.11101
H 1.31172 1.35498 -4.47491
H -1.55618 1.75208 -5.45881
H -0.67298 0.23788 -5.56631
H -0.09518 1.65668 -6.46381
H -0.65798 3.68368 -4.28151
H 0.92282 3.65388 -5.07071
H 0.79592 3.56598 -3.30611
H -0.07348 -1.61582 -3.78161
H 2.71552 -1.90502 -4.99361
H 1.40782 -0.94572 -5.70221
H 1.26872 -2.70382 -5.63281
H 2.42892 -3.10342 -2.86381
H 0.90922 -3.87412 -3.39611
H 0.97522 -2.90622 -1.90801
H -1.67708 3.46598 0.23109
H -1.49728 5.34478 -2.18091
H -1.26368 5.75568 -0.47851
H -2.86298 5.28968 -1.04941
H -2.16738 2.78768 -2.70061
H -3.38608 2.79418 -1.40241
H -2.05818 1.64298 -1.36751
C 0.40452 -5.29642 4.76139
C 0.76782 -3.94562 4.84019
C 0.59132 -3.11992 3.76279
C 0.04512 -3.58422 2.54659
C -0.21478 -2.70962 1.44669
C -0.59298 -3.31312 0.26259
C -0.81648 -4.68852 0.13909
C -0.67998 -5.50922 1.22419
C -0.23558 -4.97962 2.45029
C -0.07438 -5.80062 3.58599
H 0.52252 -5.93542 5.62669
H 1.18862 -3.56122 5.75939
H 0.90432 -2.08812 3.82629
H -0.75238 -2.69082 -0.60931
H -1.13838 -5.09022 -0.81371
H -0.90208 -6.56472 1.15049
H -0.33518 -6.84852 3.50289
C 6.02022 -1.03662 1.98229
O 5.07632 -1.74312 1.21419
C 4.45902 -1.13372 0.18139
S 4.90342 0.39328 -0.34901
S 3.22492 -2.02262 -0.48981
H 5.78462 -1.21532 3.03439
H 5.96082 0.03328 1.75619
H 7.02922 -1.39772 1.75279
```

Summary:
* F_max: 4.470 eV Å⁻¹
* multiplicity: 4
* net charge: -1
* LUMO energy (spin up / spin down): 2.20 / 1.49 eV
* electronic energy: -130650.272 eV


[2]
This record from the Open Molecules 2025 dataset describes a cluster of 14 separate species, C36H92O18S14 in total. The level of theory is the ωB97M-V functional and the def2-TZVPD basis.

Structure (XYZ):
```
160
Properties=species:S:1:pos:R:3
C 16.01919 15.49414 22.37900
S 14.77835 14.55565 21.56425
O 13.59887 14.51702 22.53221
C 14.42891 15.75290 20.29994
H 16.81098 15.74639 21.68982
H 16.48039 14.99169 23.26634
H 15.42115 16.38894 22.67160
H 13.81449 16.58581 20.60780
H 14.02810 15.31956 19.39606
H 15.37775 16.19873 20.00812
C 11.14642 14.29903 20.73217
S 10.95942 15.83012 21.54381
O 9.74958 16.48999 20.95216
C 10.65432 15.11345 23.10271
H 11.91845 13.63884 21.15827
H 11.38624 14.53352 19.69919
H 10.18389 13.78213 20.79346
H 11.58734 14.56222 23.42568
H 9.78444 14.53781 23.11466
H 10.51260 15.96803 23.82659
C 16.77248 9.39482 13.98886
S 16.21015 8.13370 15.08963
O 15.23490 8.94886 15.97121
C 15.24562 7.11603 13.90402
H 17.15350 10.16518 14.62212
H 15.96308 9.89818 13.47643
H 17.55475 9.14187 13.24618
H 14.46963 6.54690 14.47610
H 15.93714 6.48595 13.40233
H 14.79034 7.78793 13.18287
C 10.90904 14.68121 12.08246
S 10.36857 15.67210 10.71048
O 11.52418 15.93051 9.75870
C 10.06642 17.18851 11.74307
H 11.54808 15.30814 12.65585
H 11.35733 13.74629 11.68703
H 9.95051 14.42502 12.54914
H 10.99928 17.58763 12.18589
H 9.49603 16.75290 12.60834
H 9.58356 17.93480 11.11468
C 9.52490 10.28248 14.80607
S 10.12701 9.98375 13.18359
O 10.64833 11.30281 12.68553
C 11.50999 8.98473 13.59728
H 9.44036 9.43735 15.40071
H 8.60386 10.82570 14.74041
H 10.24381 10.95592 15.28386
H 12.29980 9.54798 14.10577
H 11.86160 8.55618 12.69322
H 11.11032 8.22320 14.29222
C 10.63795 7.87566 19.23398
S 11.81931 7.94901 17.92327
O 11.06868 8.54447 16.78105
C 12.89800 9.19353 18.53840
H 9.72375 7.32743 18.89540
H 10.45009 8.86707 19.66077
H 11.13178 7.24859 19.99322
H 12.46486 10.18497 18.57040
H 13.72147 9.08986 17.79795
H 13.34867 9.01770 19.50592
C 17.50462 18.23523 18.96394
S 18.17507 16.73867 18.24913
O 17.94266 15.72676 19.36718
C 16.91482 16.55521 16.96979
H 18.12114 18.39136 19.80552
H 16.49344 18.18756 19.35666
H 17.63665 19.02525 18.24018
H 15.97860 16.23045 17.43148
H 17.19460 15.77878 16.23122
H 16.93637 17.54836 16.47080
C 11.52608 11.55543 23.30082
S 12.01553 10.02750 22.60718
O 11.70487 10.03114 21.15318
C 13.86222 10.12548 22.51230
H 12.19281 12.37108 23.01270
H 11.42618 11.46304 24.37970
H 10.58890 11.87032 22.79207
H 14.11111 9.14794 22.09531
H 14.37254 10.31256 23.44769
H 14.04447 10.89515 21.74507
C 17.36806 12.28647 19.05502
S 17.24434 12.01224 17.28038
O 17.02139 13.37412 16.68575
C 18.98306 11.72534 16.94511
H 16.41455 12.34495 19.52507
H 18.02610 13.15993 19.23086
H 17.83537 11.36867 19.38108
H 19.16468 10.71056 17.22332
H 19.53948 12.36168 17.62678
H 19.10258 11.90364 15.88867
C 16.23868 16.46814 11.26621
S 14.57778 16.64955 11.85903
O 14.11348 15.21462 12.00033
C 15.07396 17.22412 13.51246
H 16.20903 16.05362 10.22627
H 16.64230 15.71075 11.94558
H 16.81362 17.44204 11.28458
H 15.86374 16.52260 13.88434
H 14.25028 17.35351 14.21076
H 15.61694 18.12191 13.29932
C 13.66920 12.85114 15.09254
C 14.17318 14.26729 15.49229
C 14.27570 14.37702 17.06480
S 13.34041 13.03816 17.72586
O 11.91897 13.28880 17.80904
O 13.90361 12.49537 18.95165
C 13.58952 11.90337 16.33053
H 14.24268 12.46849 14.22506
H 12.69102 13.02038 14.70950
H 13.49335 15.01808 15.01849
H 15.15318 14.42620 14.99369
H 13.83954 15.34497 17.40470
H 15.29866 14.33669 17.49030
H 12.81161 11.11303 16.33442
H 14.57533 11.33243 16.46022
C 7.43740 12.02816 17.92073
C 8.92478 12.37994 18.07886
C 9.43517 11.25739 18.95542
S 8.27825 11.08516 20.19138
O 8.61378 11.88164 21.32967
O 8.03865 9.69125 20.41978
C 6.92034 11.85241 19.37225
H 7.41406 11.07340 17.37002
H 6.81122 12.79588 17.43436
H 9.02189 13.32311 18.57589
H 9.53173 12.43694 17.16152
H 10.39891 11.50277 19.35079
H 9.50199 10.36699 18.36752
H 6.76190 12.84315 19.93064
H 5.99131 11.32382 19.40231
C 13.58005 12.80347 9.36770
C 12.83579 12.13204 10.50337
C 13.50712 10.72183 10.58374
S 15.20058 10.99456 10.31374
O 15.73847 10.05139 9.33272
O 15.95131 10.98003 11.54528
C 15.05248 12.65376 9.68653
H 13.34266 13.85429 9.05919
H 13.40988 12.29309 8.41674
H 11.70952 11.99843 10.30132
H 12.92970 12.66945 11.42562
H 13.17495 10.00615 9.83960
H 13.41155 10.26162 11.57438
H 15.71120 12.76214 8.83077
H 15.34310 13.38923 10.41842
C 9.05129 17.84111 17.98669
C 9.08735 16.72043 16.96592
C 10.32552 15.90859 17.07022
S 11.53348 17.22092 17.35380
O 12.08890 17.47648 16.02884
O 12.50321 16.93076 18.38748
C 10.41998 18.49907 17.86682
H 8.79963 17.47949 19.01984
H 8.27826 18.52761 17.59572
H 9.13340 17.20109 15.96737
H 8.23082 16.04557 17.06746
H 10.61866 15.42709 16.17140
H 10.32805 15.16697 17.87706
H 10.49951 19.21432 17.00903
H 10.93024 18.95753 18.71653
```

Summary:
* F_max: 3.285 eV Å⁻¹
* LUMO energy: 0.14 eV
* electronic energy: -227362.554 eV


[3]
This record from the Open Molecules 2025 dataset describes a structure of composition C16H41O18S5Tl. The level of theory is the ωB97M-V functional and the def2-TZVPD basis.

Structure (XYZ):
```
81
Properties=species:S:1:pos:R:3
Tl 0.38677 0.78264 0.07618
O -0.00292 0.83229 4.96280
C 0.08746 0.96600 3.64993
O -0.92661 1.33111 3.02840
O 1.18081 0.88698 2.94825
H -0.95822 0.90468 4.90142
O -0.10806 4.35355 -3.36500
S 1.02170 4.18711 -2.42624
O 1.19874 3.09018 -1.52404
O 2.42954 4.36643 -3.22450
C 2.38063 4.62879 -4.60833
C 3.72451 4.30832 -5.18852
C 1.11396 5.71175 -1.48323
H 2.09522 5.66131 -4.80974
H 1.71048 3.93023 -5.10932
H 4.41044 5.05581 -4.78994
H 3.83048 4.33583 -6.27300
H 4.06221 3.33940 -4.82075
H 0.06653 6.00161 -1.39969
H 1.86384 6.38253 -1.90256
H 1.33384 5.46835 -0.44376
O -4.76563 0.85868 -0.16600
S -3.84939 -0.04648 0.51844
O -2.38443 0.14372 0.59675
O -4.42630 -0.11308 2.05475
C -3.72279 -0.88901 3.01952
C -3.72165 0.02778 4.25809
C -4.19166 -1.69056 -0.16464
H -2.68040 -1.07994 2.76442
H -4.23403 -1.83744 3.18451
H -2.77608 0.06067 4.79931
H -4.47792 -0.26881 4.98485
H -3.83208 1.08731 4.02722
H -4.12833 -1.57403 -1.24655
H -5.22446 -1.95239 0.06531
H -3.63295 -2.41627 0.42637
O -0.39954 1.85304 -5.08995
S -1.31133 1.44822 -3.95177
O -0.85092 1.39441 -2.55988
O -2.59730 2.51840 -3.89114
C -3.22644 2.88203 -5.12271
C -3.17707 4.47377 -5.20186
C -2.25374 -0.05504 -4.43567
H -4.22871 2.53127 -4.87669
H -2.79084 2.40252 -5.99931
H -3.66339 4.83523 -6.10792
H -2.10606 4.67569 -5.21801
H -3.75857 4.94228 -4.40784
H -1.47319 -0.80719 -4.32129
H -2.65681 -0.00475 -5.44717
H -3.00887 -0.11852 -3.65220
O 2.55252 -0.96256 0.94302
S 3.81979 -1.08299 1.67048
O 4.29853 -0.05239 2.59895
O 3.89046 -2.58793 2.34798
C 5.12090 -3.01677 2.96341
C 4.68403 -4.11335 3.88223
C 5.02704 -1.20146 0.34049
H 5.69000 -2.29098 3.54433
H 5.72617 -3.37252 2.12962
H 3.69872 -4.57945 3.88061
H 4.82349 -3.69132 4.87749
H 5.36295 -4.96478 3.83483
H 6.02959 -1.06496 0.74591
H 4.96532 -0.29960 -0.26857
H 5.00196 -2.12159 -0.24330
O -0.36210 -1.78140 1.38795
S 0.09353 -3.01511 2.02900
O 0.86012 -3.01223 3.30860
O -1.35097 -3.93949 2.25777
C -1.20533 -5.14170 3.08252
C -1.32398 -4.77150 4.51952
C 0.83955 -4.16939 0.80268
H -0.32004 -5.76602 2.96174
H -2.03721 -5.74554 2.71993
H -0.43911 -4.34123 4.98853
H -1.59042 -5.65342 5.10204
H -2.14855 -4.07650 4.67813
H 1.75696 -3.73047 0.41050
H 0.00629 -4.22024 0.10184
H 1.17928 -5.03952 1.36444
```

Summary:
* F_max: 4.445 eV Å⁻¹
* multiplicity: 2
* net charge: +1
* LUMO energy (spin up / spin down): -2.11 / -5.86 eV
* energy relative to the best compared isomer or geometry (same formula, charge and spin): 1.3 kJ/mol
* electronic energy: -112969.965 eV


Question: Which value of F_max does entry 2 give?
Answer: 3.285 eV Å⁻¹


Question: Which value of F_max does entry 2 give?
Answer: 3.285 eV Å⁻¹


Question: Which of these has the lowest electronic energy?
Answer: C36H92O18S14